(1)
{
  "formula": "C13H19BBr27N3O3",
  "method": "the ωB97M-V functional and the def2-TZVPD basis",
  "species": ["C", "C", "C", "N", "O", "C", "O", "N", "B", "N", "O", "H", "H", "H", "H", "H", "H", "H", "H", "H", "H", "C", "Br", "Br", "Br", "H", "C", "Br", "Br", "Br", "H", "C", "Br", "Br", "Br", "H", "C", "Br", "Br", "Br", "H", "C", "Br", "Br", "Br", "H", "C", "Br", "Br", "Br", "H", "C", "Br", "Br", "Br", "H", "C", "Br", "Br", "Br", "H", "C", "Br", "Br", "Br", "H"],
  "xyz": [[7.367373, -0.279771, 0.021642], [7.165640, 1.183578, -0.273783], [7.123855, 1.640744, -1.715839], [7.056641, 1.963466, 0.732292], [6.096455, 3.055610, 0.519394], [4.821140, 2.548038, 0.620452], [4.368793, 2.214418, 1.678506], [4.105938, 2.467194, -0.575715], [2.721502, 1.977032, -0.409854], [2.280570, 0.671544, -0.895689], [1.835237, 2.803808, 0.206271], [6.783724, -0.852652, -0.697734], [8.416023, -0.575145, -0.016928], [6.956801, -0.474065, 1.007514], [8.035930, 2.185602, -1.947285], [6.968739, 0.796774, -2.384285], [6.304431, 2.333508, -1.881643], [4.603352, 1.882022, -1.232569], [3.075986, 0.086286, -1.132541], [1.775623, 0.817914, -1.767132], [1.133285, 2.260155, 0.582422], [-0.246375, -1.873712, 0.454882], [1.276980, -2.636420, 1.333635], [-1.735115, -3.088009, 0.463396], [-0.727900, -0.168098, 1.209419], [0.023028, -1.709032, -0.578854], [4.342705, 3.046469, 5.106916], [5.922235, 2.405854, 5.995588], [2.826615, 1.920899, 5.463510], [3.979201, 4.883055, 5.546266], [4.528937, 2.996843, 4.041325], [-5.395336, -0.905296, 1.123460], [-4.555560, -1.600096, 2.701763], [-4.458777, 0.619086, 0.427446], [-5.639252, -2.277108, -0.209420], [-6.383569, -0.566562, 1.399419], [-7.431321, 1.899730, -1.996892], [-8.045038, 0.475626, -0.860011], [-6.727537, 3.372551, -0.988327], [-6.126130, 1.258680, -3.268353], [-8.285966, 2.253328, -2.554513], [-9.793494, 3.561112, -6.398490], [-8.534151, 2.653462, -5.260000], [-11.478042, 2.639016, -6.467931], [-10.009557, 5.400162, -5.885215], [-9.380861, 3.552085, -7.396631], [-4.716716, -5.361683, 4.682919], [-6.631957, -5.328452, 4.522553], [-3.864026, -4.975663, 3.006218], [-4.097814, -4.177996, 6.066260], [-4.435717, -6.364762, 4.967685], [2.931222, -3.848783, -2.534885], [4.373622, -4.618040, -1.524867], [1.357189, -4.951739, -2.478990], [2.535493, -2.063386, -1.929838], [3.249980, -3.786441, -3.565079], [-3.113284, 4.973465, 0.057001], [-4.531027, 4.799418, 1.347737], [-2.262081, 3.285141, -0.303091], [-3.722112, 5.814836, -1.559181], [-2.365362, 5.620417, 0.491267], [1.690764, -7.087005, 0.893319], [1.345711, -8.782769, 0.056166], [0.164328, -6.446286, 1.865784], [3.264024, -7.144389, 1.997085], [1.884995, -6.375597, 0.102044]],
  "forces_ev_per_a": [[0.6, 0.4, 0.3], [0.2, 0.6, -0.7], [-1.1, -0.2, 0.2], [-1.8, -1.2, 1.3], [1.1, 0.6, -1.5], [0.2, -0.1, 0.6], [-0.1, 0.2, 0.3], [-0.2, -0.8, 0.4], [-0.2, 0.3, 0.4], [0.7, 0.6, -0.6], [0.2, -0.2, 0.0], [0.1, 0.0, -0.2], [0.0, -0.2, -0.1], [0.2, -0.1, 0.1], [0.2, -0.2, 0.0], [0.3, 0.0, -0.1], [0.1, 0.3, -0.1], [0.3, 0.5, -0.3], [0.0, 0.2, 0.1], [-0.4, -0.2, 0.2], [-0.3, 0.2, -0.1], [0.0, 0.0, 0.0], [0.0, 0.0, 0.2], [-0.1, 0.0, -0.1], [0.0, 0.0, 0.0], [0.0, 0.0, 0.0], [0.0, 0.0, -0.2], [0.0, 0.0, 0.0], [0.0, 0.0, 0.0], [0.0, 0.0, 0.0], [0.0, 0.0, 0.0], [-0.1, 0.0, 0.0], [-0.1, 0.3, 0.0], [0.0, 0.0, 0.0], [0.1, -0.1, 0.0], [0.0, 0.0, 0.0], [0.2, 0.0, 0.1], [-0.2, 0.1, 0.0], [-0.1, 0.0, 0.0], [0.0, 0.0, 0.1], [0.0, 0.0, 0.0], [0.0, 0.0, 0.0], [0.0, 0.0, -0.2], [0.0, 0.0, 0.0], [0.0, 0.0, 0.0], [0.0, 0.0, 0.0], [0.0, 0.0, 0.0], [0.0, 0.0, 0.0], [0.1, -0.3, 0.0], [0.0, 0.0, 0.0], [0.0, 0.0, 0.0], [0.0, 0.0, 0.0], [0.0, 0.0, 0.0], [0.0, 0.0, 0.0], [0.1, -0.5, -0.4], [0.0, 0.0, 0.0], [0.0, 0.1, 0.0], [0.1, 0.0, 0.0], [0.0, 0.0, 0.0], [0.0, 0.0, 0.0], [0.0, 0.0, 0.0], [0.0, 0.1, 0.0], [0.0, 0.0, 0.0], [0.0, 0.0, 0.0], [0.0, 0.0, 0.0], [0.0, 0.0, 0.0]],
  "homo_energy_ev": -9.729,
  "orbital_gap_ev": 9.30
}

(2)
{
  "formula": "C26H25Br51O3S",
  "method": "the ωB97M-V functional and the def2-TZVPD basis",
  "species": ["O", "C", "O", "C", "S", "C", "C", "C", "C", "C", "C", "C", "O", "H", "H", "H", "H", "H", "H", "H", "H", "C", "Br", "Br", "Br", "H", "C", "Br", "Br", "Br", "H", "C", "Br", "Br", "Br", "H", "C", "Br", "Br", "Br", "H", "C", "Br", "Br", "Br", "H", "C", "Br", "Br", "Br", "H", "C", "Br", "Br", "Br", "H", "C", "Br", "Br", "Br", "H", "C", "Br", "Br", "Br", "H", "C", "Br", "Br", "Br", "H", "C", "Br", "Br", "Br", "H", "C", "Br", "Br", "Br", "H", "C", "Br", "Br", "Br", "H", "C", "Br", "Br", "Br", "H", "C", "Br", "Br", "Br", "H", "C", "Br", "Br", "Br", "H", "C", "Br", "Br", "Br", "H"],
  "xyz": [[-2.604200, 9.859392, -1.126988], [-2.527441, 8.702154, -0.698963], [-3.368803, 8.306138, 0.425416], [-3.187984, 6.872436, 0.444102], [-4.307821, 6.290669, -0.946702], [-1.582690, 6.809274, 0.096261], [-1.321831, 5.230889, 0.014694], [-1.450412, 4.385136, -1.306303], [-1.198122, 2.834751, -1.223073], [-0.849371, 2.123497, 0.105880], [-0.708871, 2.956238, 1.402428], [-0.945269, 4.504318, 1.369526], [-1.652942, 7.610050, -1.114545], [-3.408901, 6.277727, 1.380636], [-4.327772, 4.888380, -0.918079], [-1.115074, 7.400834, 0.961227], [-1.724853, 4.909118, -2.280992], [-1.306220, 2.203070, -2.212710], [-0.675767, 0.992871, 0.204290], [-0.464106, 2.486851, 2.402017], [-0.851196, 5.152303, 2.313713], [2.983954, 3.852895, 2.858780], [3.421335, 3.051773, 1.147725], [4.107049, 5.385816, 3.248529], [1.096230, 4.288365, 2.975669], [3.188853, 3.106175, 3.624309], [-5.502476, 4.272558, 2.805370], [-3.644390, 4.318325, 2.243184], [-5.705770, 3.473049, 4.562137], [-6.326110, 6.026270, 2.711881], [-6.033036, 3.633332, 2.101170], [-1.941091, 2.255850, -5.600426], [-0.185585, 1.961990, -6.368582], [-1.830979, 3.163848, -3.887980], [-3.127330, 3.172278, -6.833130], [-2.373746, 1.275214, -5.412579], [-3.284433, 0.471929, 4.111739], [-3.930512, -1.274889, 3.569009], [-2.421098, 0.421576, 5.848557], [-2.137632, 1.254563, 2.753647], [-4.154573, 1.119618, 4.208074], [5.483536, 1.495585, 5.814618], [5.921916, 0.696241, 4.103146], [6.603751, 3.031292, 6.202291], [3.596832, 1.928524, 5.945050], [5.692827, 0.746831, 6.579091], [5.231605, 0.741934, -1.874472], [5.661126, -0.060353, -3.586651], [6.361318, 2.270718, -1.490243], [3.348116, 1.185134, -1.739215], [5.438315, -0.006659, -1.111136], [-1.135204, -2.202579, -4.772202], [0.623581, -2.485540, -5.538234], [-1.039966, -1.284588, -3.065792], [-2.322430, -1.296497, -6.010151], [-1.562800, -3.186054, -4.582035], [7.631591, -4.091995, -2.725615], [8.062206, -4.895545, -4.437823], [8.759473, -2.561500, -2.341982], [5.747721, -3.650879, -2.590636], [7.839219, -4.839343, -1.961801], [3.671816, 1.691891, -8.773624], [2.056034, 2.265645, -9.679829], [4.905714, 3.162582, -8.498923], [3.276889, 0.764194, -7.116581], [4.167974, 0.977576, -9.428291], [-2.590496, 9.696076, 3.481585], [-0.992723, 9.656872, 2.384202], [-2.804469, 8.057784, 4.498635], [-2.645301, 11.265563, 4.619005], [-3.440085, 9.763539, 2.803445], [-4.334464, -5.126794, 1.844627], [-4.209891, -5.031509, -0.088568], [-2.676694, -4.596701, 2.699573], [-5.848754, -4.121594, 2.512329], [-4.505618, -6.168661, 2.103377], [12.774548, -3.307044, -3.934011], [13.358824, -2.492832, -2.273439], [11.881302, -5.001717, -3.629975], [11.685724, -2.095358, -4.987401], [13.669125, -3.518791, -4.516960], [8.977337, -0.638871, 7.812629], [9.597417, -2.366995, 8.436301], [9.271896, -0.409743, 5.909690], [7.126479, -0.319030, 8.300682], [9.575126, 0.116244, 8.320192], [-9.946108, -5.014761, 0.625955], [-8.097838, -4.910992, 0.050252], [-10.110709, -5.865941, 2.361710], [-10.812618, -3.279909, 0.587587], [-10.468313, -5.647318, -0.089840], [-5.692660, -9.049347, 0.427787], [-5.566031, -8.969007, -1.506846], [-4.018759, -8.566787, 1.279036], [-7.188821, -8.002725, 1.093458], [-5.890731, -10.087242, 0.690443], [-0.972798, -11.604242, 2.234493], [-1.169116, -10.711008, 0.524035], [0.329136, -10.716665, 3.364911], [-2.677660, -11.823592, 3.133789], [-0.589770, -12.602566, 2.030463], [-3.572821, -6.634410, -3.973157], [-4.144565, -4.782283, -4.041570], [-4.299630, -7.668289, -5.444084], [-1.642441, -6.788212, -3.867142], [-3.977205, -7.058386, -3.055077]],
  "forces_ev_per_a": [[0.8, -5.0, 1.2], [-0.5, 2.8, -0.2], [1.7, -1.0, -2.3], [1.3, -0.7, 0.1], [0.0, -0.8, 0.4], [-3.3, -2.0, 0.7], [1.5, -3.0, 0.0], [1.1, -1.6, 4.1], [0.2, 1.2, 2.8], [-0.3, 3.9, 0.5], [-1.1, 2.2, -4.1], [-1.2, -1.4, -4.2], [-0.8, 2.3, 1.9], [0.1, 2.0, -1.1], [0.4, 1.4, 0.4], [-0.1, -1.3, -1.4], [0.5, -0.7, 1.8], [0.6, 1.1, 3.4], [-0.3, 2.0, -0.5], [0.2, 1.0, -2.1], [-0.6, -1.0, -1.9], [0.2, -0.1, 0.4], [-0.2, 0.2, 0.4], [-0.2, -0.3, -0.1], [3.0, 0.4, 1.3], [0.0, 0.2, -0.3], [-0.1, 0.0, -0.1], [-1.0, -0.8, 0.7], [0.0, 0.2, -0.2], [0.2, -0.3, 0.1], [0.1, 0.2, 0.2], [0.0, 0.1, -0.1], [-0.3, 0.1, 0.2], [-0.6, 0.0, -3.0], [0.2, -0.2, 0.2], [0.1, 0.3, 0.0], [-0.1, -0.2, -0.1], [0.1, 0.4, 0.2], [-0.1, 0.0, -0.3], [-1.4, -1.4, 1.3], [0.2, -0.1, 0.0], [0.1, 0.0, 0.0], [-0.2, 0.2, 0.3], [-0.3, -0.3, -0.1], [0.3, -0.1, 0.1], [-0.1, 0.3, -0.4], [0.1, -0.1, 0.0], [-0.1, 0.3, 0.3], [-0.2, -0.3, -0.1], [0.3, -0.1, -0.2], [-0.1, 0.2, -0.2], [0.1, -0.1, 0.0], [-0.3, 0.1, 0.1], [0.0, -0.1, -0.3], [0.2, -0.3, 0.2], [0.1, 0.2, 0.0], [0.1, -0.1, 0.1], [-0.1, 0.2, 0.3], [-0.2, -0.3, -0.1], [0.3, -0.2, 0.0], [-0.1, 0.2, -0.2], [0.1, -0.1, -0.1], [0.3, -0.1, 0.2], [-0.3, -0.3, 0.0], [0.0, 0.2, -0.2], [-0.1, 0.2, 0.2], [-0.2, 0.0, -0.1], [-0.1, 0.2, 0.4], [0.1, 0.2, -0.2], [0.1, -0.4, -0.2], [0.2, -0.1, 0.1], [0.0, 0.0, 0.1], [-0.1, 0.1, 0.3], [-0.3, -0.2, -0.2], [0.5, -0.1, 0.1], [0.0, 0.3, -0.1], [0.1, 0.0, -0.1], [-0.2, -0.1, -0.3], [0.2, 0.3, 0.0], [0.2, -0.2, 0.2], [-0.2, 0.1, 0.2], [0.2, 0.0, -0.1], [-0.2, 0.3, -0.1], [-0.1, -0.1, 0.4], [0.4, -0.3, 0.2], [-0.2, -0.2, -0.1], [0.0, 0.0, -0.2], [-0.7, 0.3, -0.2], [0.1, 0.2, -0.3], [0.2, -0.3, 0.1], [0.1, 0.2, 0.2], [-0.1, -0.1, 0.1], [0.0, 0.0, 0.3], [-0.4, -0.2, -0.2], [0.6, -0.4, -0.1], [0.1, 0.3, -0.1], [0.1, -0.1, 0.0], [0.1, -0.2, 0.3], [-0.3, -0.1, -0.2], [0.3, 0.1, -0.1], [-0.1, 0.3, 0.1], [0.0, -0.1, 0.1], [0.1, -0.3, 0.0], [0.2, 0.2, 0.3], [-0.4, 0.1, -0.1], [0.1, 0.1, -0.2]],
  "homo_energy_ev": -8.573,
  "orbital_gap_ev": 8.06
}

Table of LUMO (eV), in record order: -0.42 -0.51